This record from OMol25 describes C25H21BrN2O2Pb as an isolated structure at a distorted geometry. The level of theory is ωB97M-V/def2-TZVPD.

Structure (XYZ):
```
52
C25H21BrN2O2Pb | OMol25 | ωB97M-V/def2-TZVPD
C -1.215 -0.780 -1.882
C -1.267 -1.806 -0.856
C -1.998 -1.251 0.290
H -0.752 -2.787 -0.877
C -2.398 0.101 -0.045
C -1.905 0.403 -1.385
H -1.984 1.390 -1.891
H -0.682 -0.867 -2.854
H -2.128 -1.738 1.266
H -2.933 0.803 0.620
Pb -0.010 -0.011 0.202
Br 0.902 -1.968 1.589
C 2.024 1.180 0.372
C 1.197 1.975 -0.522
C 1.028 1.215 -1.766
H 0.681 2.926 -0.264
C 1.744 -0.034 -1.626
C 2.394 -0.041 -0.327
H 2.972 -0.880 0.106
H 2.271 1.423 1.418
H 0.386 1.532 -2.622
H 1.762 -0.874 -2.357
O 0.030 3.104 1.764
C -0.262 2.170 2.512
N -0.507 2.223 3.911
C -0.722 0.968 4.518
C -0.833 0.074 3.237
O -1.228 -1.082 3.282
N -0.464 0.812 2.181
C 0.539 0.598 5.324
C 1.320 -0.506 5.080
C 2.464 -0.769 5.857
C 2.819 0.088 6.881
C 2.029 1.215 7.135
C 0.897 1.470 6.357
C -2.044 0.912 5.268
C -2.099 0.421 6.563
C -3.315 0.352 7.252
C -4.489 0.769 6.641
C -4.442 1.259 5.333
C -3.219 1.326 4.647
H -0.383 3.123 4.338
H 1.088 -1.226 4.272
H 3.072 -1.657 5.642
H 3.707 -0.108 7.486
H 2.306 1.901 7.946
H 0.298 2.368 6.585
H -1.199 0.062 7.084
H -3.333 -0.042 8.275
H -5.437 0.709 7.179
H -5.371 1.583 4.846
H -3.226 1.710 3.612
```

Computed properties:
charge = -2
HOMO energy = 1.1 eV
LUMO energy = 4.5 eV
DFT total energy = -108627.2601 eV